This record from the Open Molecules 2025 dataset describes a molecular structure, C7H24AgN12O9 at a distorted geometry. The level of theory is ωB97M-V/def2-TZVPD.

M in g mol⁻¹: 528.21
Strongest force on any atom in eV/Å: 6.6
2S+1: 2
ΔE to the lowest compared entry with this formula, charge and spin in kJ/mol: 230.8
Total energy in eV: -47954.982
<S²>: 0.77
Lowest unoccupied orbital energy (spin up / spin down) in eV: -1.15 / -1.10

Structure (XYZ):
```
53
C7H24AgN12O9 (ωB97M-V/def2-TZVPD)
Ag -12.37380 3.17061 -26.01615
C -8.93207 4.17524 -24.23772
O -9.22029 2.97569 -24.53768
O -7.78638 4.54968 -24.02003
O -9.88622 4.97940 -24.31474
C -16.95287 2.02273 -28.25990
O -15.85977 2.08032 -27.78723
N -17.29592 2.18389 -29.48104
N -18.00510 1.72298 -27.59911
H -18.26453 1.97660 -29.67836
H -16.59269 2.28083 -30.19949
H -17.91067 1.45093 -26.63103
H -18.87799 1.63918 -28.10024
C -12.35303 2.87917 -19.80247
O -12.95996 2.48688 -18.86393
N -12.10896 2.15520 -20.85148
N -11.94566 4.06887 -19.94843
H -12.67353 1.31869 -20.89164
H -11.40580 2.35836 -21.54746
H -12.10163 4.63241 -19.12491
H -11.54003 4.36269 -20.82548
C -15.75163 5.55466 -23.41334
O -15.00808 4.67624 -23.81106
N -15.34909 6.75763 -23.23162
N -17.05869 5.47140 -23.34690
H -15.95236 7.48627 -22.87772
H -14.38023 6.90902 -23.47354
H -17.53859 4.60692 -23.55301
H -17.60440 6.26554 -23.04414
C -10.44208 0.69741 -30.08095
O -10.97279 1.53889 -29.36509
N -10.65889 0.64966 -31.40125
N -9.76411 -0.32440 -29.65385
H -11.16881 1.38024 -31.87700
H -10.28495 -0.05939 -32.01565
H -9.30079 -0.94270 -30.30435
H -9.67432 -0.39651 -28.65044
C -11.86031 -1.94927 -25.00057
O -12.37767 -0.91102 -25.38827
N -12.34788 -3.12287 -25.10366
N -10.72318 -1.93797 -24.39710
H -11.83543 -3.87268 -24.66175
H -13.24024 -3.35066 -25.51829
H -10.27421 -1.05862 -24.18431
H -10.29944 -2.80597 -24.10193
C -13.42901 7.84730 -27.60815
O -13.36132 6.64552 -27.60281
N -12.86838 8.66530 -26.74725
N -14.09088 8.55487 -28.46802
H -12.23484 8.28247 -26.06011
H -13.01591 9.63811 -26.97528
H -13.91181 9.54855 -28.49303
H -14.82279 8.06440 -28.96180
```